ORCA calculation (the ωB97M-V functional and the def2-TZVPD basis) on 3 unconnected molecules or ions with the total composition C11H18F6NO8S.

XYZ file:
```
45
Properties=species:S:1:pos:R:3:lowdin_charge:R:1
N 3.430 0.370 -0.282 0.01
C 2.121 0.801 -0.796 -0.24
C 0.961 -0.167 -0.530 -0.41
O 1.042 -0.823 0.715 -0.03
C -0.348 0.609 -0.730 -0.21
S -1.874 -0.201 -0.179 0.41
O -1.633 -1.628 -0.251 -0.36
O -2.088 0.316 1.164 -0.38
O -2.861 0.286 -1.173 -0.41
H 3.342 -0.077 0.621 0.02
H 3.984 1.203 -0.131 0.06
H 2.209 0.876 -1.880 0.11
H 1.850 1.800 -0.447 0.10
H 0.993 -0.943 -1.291 0.14
H 1.420 -0.238 1.377 0.08
H -0.285 1.570 -0.231 0.09
H -0.506 0.768 -1.792 0.09
C 7.422 -0.337 5.157 -0.06
C 6.361 -1.262 5.714 -0.20
O 5.153 -1.201 4.933 0.03
C 5.144 -1.925 3.822 -0.40
O 6.023 -2.623 3.411 0.17
C 3.780 -1.777 3.121 -0.55
F 3.407 -0.486 3.083 0.16
F 2.852 -2.458 3.799 0.18
F 3.833 -2.236 1.881 0.19
H 7.040 0.681 5.089 0.08
H 8.295 -0.339 5.809 0.08
H 7.733 -0.651 4.162 0.08
H 6.062 -0.955 6.713 0.12
H 6.710 -2.293 5.761 0.12
C -4.780 1.672 -3.155 -0.07
C -5.897 0.731 -2.794 -0.17
O -7.091 0.969 -3.601 0.03
C -7.115 0.443 -4.804 -0.43
O -6.287 -0.234 -5.341 0.17
C -8.457 0.791 -5.482 -0.54
F -8.772 2.084 -5.329 0.16
F -9.448 0.059 -4.946 0.16
F -8.410 0.527 -6.787 0.16
H -5.113 2.711 -3.084 0.08
H -3.956 1.507 -2.460 0.05
H -4.427 1.499 -4.173 0.08
H -6.225 0.892 -1.771 0.13
H -5.594 -0.309 -2.893 0.13
```

The value obtained for the total energy is -56711.7400 eV. The net charge is -1. The value obtained for the orbital gap is 7.252 eV. The lowest unoccupied orbital energy comes out at 0.07731 Ha. For the molecular weight, the calculation gives 438.3 g mol⁻¹.